[1]
A cluster of 6 separate species, C8H11Cl15O3 in total, computed with ωB97M-V/def2-TZVPD.

Computed properties:
Orbital gap in eV: 11.255
Energy in Eh: -7440.01885
SMILES: COC(=O)OC.ClC(Cl)Cl.ClC(Cl)Cl.ClC(Cl)Cl.ClC(Cl)Cl.ClC(Cl)Cl
Charge: 0
HOMO level in eV: -11.01
Energy above the lowest of the compared OMol25 structures with the same formula, charge and spin in eV: 0.000
E_LUMO in eV: 0.249

CARTESIAN COORDINATES (ANGSTROEM)
Cl -0.688 -4.865 -2.455
Cl -0.430 -4.530 1.464
Cl 3.991 2.413 0.989
Cl 1.935 -0.408 2.246
Cl -3.283 -3.627 -2.885
Cl 2.424 3.457 3.158
Cl 2.841 -0.473 -0.504
Cl 1.159 -0.053 -5.272
Cl 2.157 -4.926 0.247
Cl 1.988 -2.111 -3.393
Cl -0.663 -0.983 -3.218
Cl 2.827 5.059 0.751
Cl -2.900 -5.493 -0.684
Cl 1.851 -5.205 3.110
Cl 0.154 -1.429 0.195
O -2.250 3.800 1.205
O -0.638 2.280 0.884
O -2.705 2.105 0.001
C -1.765 2.684 0.720
C -2.371 0.845 -0.621
C 1.304 -4.348 1.676
C 1.448 -0.268 0.565
C 2.627 3.444 1.411
C -2.142 -4.250 -1.688
C 1.035 -0.656 -3.621
C -1.387 4.523 2.067
H -1.942 5.392 2.408
H 1.721 3.030 0.991
H -3.250 0.560 -1.182
H 1.560 -3.305 1.776
H -1.605 1.060 -1.375
H -1.934 0.147 0.085
H 1.008 0.704 0.396
H -0.466 4.804 1.570
H -1.862 -3.443 -1.025
H -1.160 3.950 2.972
H 1.408 0.115 -2.963

Atom charges from the Mulliken analysis, given in e for atoms 1 to 6:
1 Cl -0.0681
2 Cl -0.0908
3 Cl -0.1149
4 Cl -0.1236
5 Cl -0.1356
6 Cl -0.1152

=====

[2]
The molecule C2H3FNP, computed with ωB97M-V/def2-TZVPD.

Computed properties:
Orbital gap (spin up / spin down) in eV: 7.849 / 6.995
Energy in Eh: -573.87709
Charge: 0
HOMO level (spin up / spin down) in eV: -9.18 / -8.39
Energy above the lowest of the compared OMol25 structures with the same formula, charge and spin in eV: 1.521
E_LUMO (spin up / spin down) in eV: -1.331 / -1.393

CARTESIAN COORDINATES (ANGSTROEM)
P 1.543 0.823 -0.042
F 2.393 -0.556 0.019
N -0.079 -1.387 0.085
C -0.102 -0.066 0.049
C -1.207 0.755 -0.009
H -1.217 1.835 -0.440
H -2.136 0.510 0.329
H 0.804 -1.916 0.009

Atom charges from the Mulliken analysis, given in e for atoms 1 to 6:
1 P 0.1846
2 F -0.2560
3 N -0.6464
4 C 0.5672
5 C -0.7194
6 H 0.2227

=====

[3]
A structure of composition C10H13BrOS, computed with ωB97M-V/def2-TZVPD.

Computed properties:
Orbital gap in eV: 8.292
Energy in Eh: -3436.08278
Charge: 0
HOMO level in eV: -7.95
Energy above the lowest of the compared OMol25 structures with the same formula, charge and spin in eV: 5.059
E_LUMO in eV: 0.343

CARTESIAN COORDINATES (ANGSTROEM)
Br -3.196 0.292 -0.038
S -0.721 1.834 0.027
O 0.539 1.129 1.277
C 0.750 2.351 -0.921
C -0.934 -2.353 -0.626
C 1.877 1.345 -1.099
C 0.275 -1.977 0.233
C 0.169 -0.005 1.882
C -0.747 -1.492 -1.833
C -0.137 0.036 3.405
C -0.947 -0.241 -1.973
C -1.454 0.648 -0.876
C 0.222 -1.148 1.250
H -1.180 0.514 3.477
H 2.921 1.741 -1.302
H 1.066 3.190 -0.383
H -0.549 0.290 -2.821
H 1.193 -2.581 0.087
H 0.421 2.742 -1.917
H -0.385 -1.984 -2.742
H -0.177 -0.922 3.848
H -1.899 -2.066 -0.043
H 1.796 0.780 -0.169
H 0.507 0.672 4.037
H -1.005 -3.338 -0.948
H 1.595 0.545 -1.833

Atom charges from the Mulliken analysis, given in e for atoms 1 to 6:
1 Br -0.1355
2 S 0.0730
3 O -0.5651
4 C -0.6427
5 C -0.5824
6 C -0.8462

=====

[4]
A structure of composition C3H7N3O2, computed with ωB97M-V/def2-TZVPD.

Computed properties:
Orbital gap in eV: 10.083
Energy in Eh: -433.00698
Charge: 0
HOMO level in eV: -9.94
Energy above the lowest of the compared OMol25 structures with the same formula, charge and spin in eV: 8.593
E_LUMO in eV: 0.139

CARTESIAN COORDINATES (ANGSTROEM)
O -3.025 -0.179 0.212
O 0.904 -1.563 -0.047
N -0.799 0.077 -0.125
N 1.643 0.578 -0.027
N 3.114 0.326 -0.003
C -1.074 1.524 -0.060
C 0.680 -0.386 -0.001
C -1.827 -0.729 -0.051
H 1.353 1.730 0.016
H -1.047 1.504 1.362
H 3.214 0.161 0.953
H 2.864 -0.938 -0.032
H -0.047 2.128 -0.577
H -2.288 1.668 -0.880
H -1.459 -1.631 -0.400

Atom charges from the Mulliken analysis, given in e for atoms 1 to 6:
1 O -0.6301
2 O -0.6309
3 N 0.0493
4 N -0.0289
5 N -0.7400
6 C -0.7245

=====

[5]
A cluster of 2 separate species, C4H11NO2 in total, computed with ωB97M-V/def2-TZVPD.

Computed properties:
Orbital gap in eV: 10.740
Energy in Eh: -364.19564
SMILES: CC(C)NC=O.O
Charge: 0
HOMO level in eV: -10.01
Energy above the lowest of the compared OMol25 structures with the same formula, charge and spin in eV: 1.974
E_LUMO in eV: 0.726

CARTESIAN COORDINATES (ANGSTROEM)
O -0.867 3.519 0.641
O -0.379 0.805 1.380
N 0.506 -1.272 0.939
C 0.481 -1.055 -0.570
C 1.238 0.125 -1.004
C -0.044 -0.279 1.769
C -1.105 -1.133 -1.040
H -1.286 -0.714 -2.118
H 0.008 -0.571 2.859
H -0.991 2.970 1.387
H 0.819 -2.041 -1.070
H 1.101 0.396 -2.055
H -1.307 -2.128 -1.061
H -1.758 -0.384 -0.499
H 0.344 -2.296 1.179
H 2.303 -0.091 -0.998
H 0.021 3.248 0.383
H 0.915 0.902 -0.121

Atom charges from the Mulliken analysis, given in e for atoms 1 to 6:
1 O -0.6161
2 O -0.4916
3 N -0.2901
4 C 0.2209
5 C -0.9886
6 C -0.0168

=====

Repeat the second record exactly.
The molecule C2H3FNP, computed with ωB97M-V/def2-TZVPD.

Computed properties:
Orbital gap (spin up / spin down) in eV: 7.849 / 6.995
Energy in Eh: -573.87709
Charge: 0
HOMO level (spin up / spin down) in eV: -9.18 / -8.39
Energy above the lowest of the compared OMol25 structures with the same formula, charge and spin in eV: 1.521
E_LUMO (spin up / spin down) in eV: -1.331 / -1.393

CARTESIAN COORDINATES (ANGSTROEM)
P 1.543 0.823 -0.042
F 2.393 -0.556 0.019
N -0.079 -1.387 0.085
C -0.102 -0.066 0.049
C -1.207 0.755 -0.009
H -1.217 1.835 -0.440
H -2.136 0.510 0.329
H 0.804 -1.916 0.009

Atom charges from the Mulliken analysis, given in e for atoms 1 to 6:
1 P 0.1846
2 F -0.2560
3 N -0.6464
4 C 0.5672
5 C -0.7194
6 H 0.2227

=====

Q: Look up the energy above the lowest of the compared OMol25 structures with the same formula, charge and spin of the fifth one.
A: 1.974 eV

=====

Q: Among the records above, which one has the highest energy above the lowest of the compared OMol25 structures with the same formula, charge and spin?
A: C3H7N3O2

=====

Q: charge of number 5 (C4H11NO2)?
A: 0